No. 1
The following is a DFT calculation (ωB97M-V/def2-TZVPD) of a cluster of 8 separate species, C53H125F12N5O3P4 in total in a non-equilibrium geometry.

Element x y z (Å)
C -0.5599 -21.9908 -2.8579
C -1.3717 -20.7716 -3.0595
N -2.4483 -20.7782 -2.1154
C -3.7958 -20.8099 -2.4044
C -4.4829 -20.8716 -1.1734
N -3.5143 -20.9221 -0.2108
C -2.2886 -20.8621 -0.7918
C -3.7876 -21.0210 1.1906
H 0.1400 -21.8007 -2.0441
H 0.0846 -21.9842 -3.7369
H -1.1152 -22.9090 -2.6670
H -1.8355 -20.7328 -4.0451
H -0.6871 -19.9401 -2.8922
H -4.1472 -20.7573 -3.4243
H -5.5495 -20.8541 -1.0045
H -1.3037 -20.7873 -0.3552
H -4.8594 -20.9616 1.3794
H -3.2322 -20.2250 1.6866
H -3.3394 -21.9025 1.6491
C -8.6963 -19.7787 8.2738
C -8.0231 -18.3791 8.5998
C -8.8979 -17.2120 8.1470
C -8.3068 -15.7717 8.5251
P -8.1305 -15.2827 10.2792
C -7.9772 -13.4307 10.2245
C -6.9068 -13.0302 9.1567
C -6.3789 -11.5619 9.3034
C -5.8065 -10.8999 7.9951
C -9.7427 -15.6647 11.1473
C -9.9136 -17.1985 11.5523
C -11.2697 -17.5474 12.1967
C -11.4331 -19.0415 12.5805
C -6.7723 -15.9169 11.2566
C -6.5852 -15.3384 12.6324
C -5.3916 -16.0267 13.3752
C -5.1643 -15.4253 14.7050
H -9.1330 -20.3748 9.0751
H -7.9244 -20.2983 7.7060
H -9.5084 -19.6173 7.5650
H -6.9659 -18.3126 8.3428
H -8.1542 -18.5104 9.6739
H -9.9472 -17.2011 8.4420
H -9.0785 -17.2541 7.0729
H -8.8825 -14.9834 8.0402
H -7.3318 -15.7148 8.0410
H -7.6728 -13.1701 11.2382
H -8.9773 -13.0123 10.1120
H -7.3615 -13.1158 8.1698
H -6.0151 -13.6538 9.0932
H -5.5891 -11.5228 10.0536
H -7.2979 -11.0628 9.6108
H -4.7996 -11.2478 7.7648
H -5.6671 -9.8238 8.0989
H -6.4741 -11.0218 7.1421
H -10.5824 -15.2911 10.5612
H -9.8085 -15.1265 12.0929
H -9.1088 -17.4304 12.2498
H -9.7575 -17.8594 10.6997
H -12.0171 -17.3828 11.4206
H -11.4775 -16.8916 13.0422
H -10.6936 -19.0612 13.3810
H -11.0516 -19.8100 11.9081
H -12.4452 -19.3035 12.8891
H -5.7800 -15.7582 10.8344
H -6.7139 -17.0048 11.2915
H -7.5567 -15.4279 13.1184
H -6.4126 -14.2665 12.5357
H -4.4164 -15.9280 12.8984
H -5.6338 -17.0755 13.5467
H -4.4365 -16.0625 15.2073
H -6.1256 -15.4787 15.2162
H -4.8453 -14.4034 14.5003
C -8.9802 -7.6123 -3.0299
C -9.0067 -9.1033 -3.2609
C -10.1842 -9.7787 -2.3861
C -10.1343 -9.2476 -0.8579
P -11.1960 -10.1240 0.4165
C -13.0228 -9.8061 0.3144
C -13.7483 -10.2058 -0.9932
C -15.2583 -10.2315 -0.7596
C -16.1460 -10.5145 -2.0293
C -10.6216 -9.3809 2.0700
C -10.6886 -7.8593 2.1155
C -10.4649 -7.2760 3.5334
C -11.6216 -7.2610 4.3929
C -10.7333 -11.8992 0.4135
C -9.3139 -12.3353 -0.1469
C -8.2349 -12.2886 0.9734
C -6.8417 -12.8629 0.5287
H -8.5347 -7.1271 -3.8984
H -8.6010 -7.3288 -2.0481
H -10.0078 -7.2649 -2.9223
H -7.9932 -9.4120 -3.0049
H -9.1779 -9.3764 -4.3021
H -10.0791 -10.8636 -2.3707
H -11.1256 -9.5652 -2.8922
H -10.5527 -8.2459 -0.9565
H -9.1468 -9.1768 -0.4019
H -13.2356 -8.7549 0.5092
H -13.5014 -10.3464 1.1311
H -13.3611 -11.1084 -1.4660
H -13.6287 -9.4739 -1.7921
H -15.5514 -9.2395 -0.4160
H -15.5698 -10.8979 0.0448
H -16.2365 -9.7505 -2.8014
H -17.1375 -10.7712 -1.6561
H -15.7716 -11.4035 -2.5368
H -9.6165 -9.6829 2.3645
H -11.2369 -9.8300 2.8496
H -11.6689 -7.5940 1.7196
H -10.0361 -7.5135 1.3139
H -10.2040 -6.2461 3.2896
H -9.6461 -7.7334 4.0887
H -12.4608 -6.9149 3.7895
H -11.5514 -6.6581 5.2982
H -11.8418 -8.2944 4.6607
H -11.5298 -12.3969 -0.1396
H -10.8290 -12.4114 1.3709
H -8.7562 -11.8213 -0.9298
H -9.3228 -13.3925 -0.4120
H -8.4831 -12.7034 1.9504
H -7.9857 -11.2718 1.2767
H -6.4746 -12.4858 -0.4259
H -6.9927 -13.9368 0.4190
H -6.1236 -12.7175 1.3357
C 0.1693 -25.0017 12.5790
N 0.5981 -23.5176 12.7932
C 0.0855 -23.1414 14.2594
C 2.1115 -23.2961 12.5414
C -0.3565 -22.6160 11.9638
C -0.4620 -22.8400 10.4594
O 0.9228 -22.8674 10.0330
H 0.3852 -25.0413 11.5113
H -0.8832 -24.9390 12.8552
H 0.7372 -25.5449 13.3344
H -0.7820 -23.7604 14.4883
H -0.1032 -22.0743 14.3768
H 0.9202 -23.4141 14.9052
H 2.3837 -23.7774 11.6021
H 2.6943 -23.6566 13.3891
H 2.1969 -22.2108 12.5966
H 0.2104 -21.6866 12.0179
H -1.2680 -22.2561 12.4410
H -1.1398 -22.0874 10.0566
H -0.9385 -23.7975 10.2492
H 0.9254 -22.9779 9.0794
C 8.5232 -19.4540 5.5471
N 7.4351 -19.8189 6.5234
C 7.3012 -18.7187 7.5443
C 6.0805 -19.9184 5.7546
C 7.5298 -21.1895 7.3402
C 8.6279 -21.2894 8.4310
O 9.8558 -21.0607 7.8337
H 8.6150 -20.2324 4.7897
H 9.4885 -19.3814 6.0481
H 8.1482 -18.5384 5.0897
H 8.2697 -18.5192 8.0028
H 6.6268 -19.1051 8.3085
H 6.9462 -17.8424 7.0019
H 5.9244 -19.0070 5.1775
H 5.2485 -20.0403 6.4483
H 6.1078 -20.7673 5.0715
H 7.4902 -22.0638 6.6905
H 6.6914 -21.3104 8.0261
H 8.5914 -22.2667 8.9123
H 8.4274 -20.6785 9.3111
H 10.4844 -20.7112 8.4695
C 4.0888 -12.0238 9.4694
N 3.8081 -10.8053 10.4250
C 4.7676 -10.8063 11.5987
C 4.2040 -9.5644 9.6148
C 2.3355 -10.7240 10.9062
C 1.8924 -11.9606 11.7577
O 0.5655 -12.1889 11.3343
H 3.4926 -11.7874 8.5881
H 3.9855 -12.9239 10.0755
H 5.1382 -11.9857 9.1772
H 5.7819 -10.8723 11.2052
H 4.5615 -11.5941 12.3232
H 4.6519 -9.9041 12.1994
H 3.6747 -9.6023 8.6627
H 5.2732 -9.5873 9.4041
H 3.9819 -8.6353 10.1398
H 1.7624 -10.7257 9.9790
H 2.0375 -9.8000 11.4016
H 1.8539 -11.7003 12.8154
H 2.4370 -12.9024 11.6910
H 0.6030 -12.7058 10.5262
P 0.3871 -25.0663 3.3757
F -0.8025 -24.9566 2.1932
F -0.6384 -25.3774 4.5861
F 0.4938 -26.5515 2.9768
F 1.8321 -25.2121 4.1211
F 1.2182 -24.5639 2.0435
F 0.1294 -23.5266 3.8146
P -0.7975 -16.1177 6.6350
F -1.1330 -16.3199 8.1847
F -0.9217 -14.5403 6.8186
F 0.8081 -16.1252 6.9516
F -0.4315 -15.8977 5.0351
F -0.5675 -17.7342 6.4397
F -2.4375 -16.2302 6.3868

HOMO energy ... -13.557 eV
DFT total energy ... -140320.7154 eV
Total charge ... +4
LUMO energy ... -5.6 eV

Results of the Mulliken charge analysis, in e, for atoms 1 through 2: number 1, C, carries -1.212; number 2, C, carries -0.237

No. 2
The following is a DFT calculation (ωB97M-V/def2-TZVPD) of a structure of composition C53H34BCl4N10Y.

Element x y z (Å)
Y -0.2239 -0.2424 -0.2344
Cl 8.6550 -1.5394 -4.0872
C 7.1099 -1.2186 -3.3517
C 7.0572 -0.5141 -2.1607
C 5.8246 -0.2647 -1.5787
C 4.6494 -0.7031 -2.1802
C 4.7327 -1.4110 -3.3758
C 5.9579 -1.6748 -3.9689
C 3.3197 -0.4385 -1.5641
C 2.4370 0.3456 -2.2801
C 2.7556 1.0653 -3.4897
C 1.6309 1.6942 -3.8947
C 0.6016 1.3897 -2.9175
C -0.6480 2.0792 -2.8202
C -1.4415 2.4286 -4.0305
C -2.7796 2.8242 -3.9015
C -3.5717 3.1198 -4.9977
C -3.0483 2.9799 -6.2702
Cl -4.0334 3.3434 -7.6561
C -1.7613 2.5060 -6.4444
C -0.9802 2.2205 -5.3363
C -1.0681 2.5556 -1.5693
N -0.7541 2.0087 -0.3669
C -1.1145 2.9119 0.6109
C -1.0368 2.7163 1.9739
C -1.5701 3.7731 2.8803
C -0.7214 4.4097 3.7839
C -1.1913 5.3866 4.6464
C -2.5340 5.7246 4.6106
Cl -3.1365 6.9477 5.6927
C -3.4043 5.1034 3.7321
C -2.9154 4.1304 2.8735
C -0.5382 1.5388 2.5980
C -0.7102 1.2014 3.9933
C -0.2045 -0.0451 4.1597
C 0.3360 -0.4446 2.8831
N 0.0740 0.5359 1.9546
C 1.2233 -1.4927 2.6831
C 2.1050 -1.5732 1.5828
C 3.3318 -2.2984 1.5389
C 3.9548 -1.9359 0.3760
C 3.0805 -1.0196 -0.2907
N 1.9658 -0.8174 0.4558
C 1.3158 -2.5133 3.7611
C 2.3949 -2.5596 4.6374
C 2.4451 -3.5044 5.6512
C 1.4052 -4.4099 5.7749
Cl 1.4581 -5.5972 7.0469
C 0.3241 -4.3885 4.9106
C 0.2836 -3.4354 3.9048
C -1.6315 4.1110 -0.0344
C -1.6592 3.8775 -1.3559
N 1.1085 0.5876 -1.9621
H 7.9708 -0.1670 -1.7005
H 5.7734 0.2842 -0.6469
H 3.8238 -1.7665 -3.8446
H 6.0199 -2.2297 -4.8935
H 3.7342 1.1383 -3.9341
H 1.5450 2.3909 -4.7096
H -3.2457 2.8580 -2.9275
H -4.5995 3.4265 -4.8643
H -1.3741 2.3460 -7.4407
H -0.0053 1.8006 -5.5185
H 0.3271 4.1394 3.8025
H -0.5258 5.8837 5.3376
H -4.4504 5.3742 3.7290
H -3.5979 3.6374 2.1921
H -1.1630 1.8254 4.7455
H -0.1466 -0.6199 5.0691
H 3.6864 -2.9885 2.2859
H 4.9120 -2.2706 0.0141
H 3.1940 -1.8362 4.5376
H 3.2754 -3.5345 6.3421
H -0.4727 -5.1091 5.0274
H -0.5547 -3.4062 3.2192
H -1.8931 5.0283 0.4646
H -1.9295 4.5736 -2.1311
C -4.0721 -0.6418 2.4466
C -3.2099 0.1808 1.7184
N -2.5373 -0.5109 0.8063
N -2.9513 -1.8008 0.9316
C -3.8765 -1.8912 1.8994
B -2.6958 -2.8431 -0.1840
N -1.3073 -3.4957 -0.0563
C -1.0089 -4.7985 -0.1529
C 0.3552 -4.9270 -0.3130
C 0.8228 -3.6121 -0.3089
N -0.1806 -2.7508 -0.1515
N -2.7833 -2.1405 -1.5542
C -3.6846 -2.3411 -2.5250
C -3.3509 -1.5548 -3.6076
C -2.1958 -0.8894 -3.1938
N -1.8583 -1.2378 -1.9556
H -4.7394 -0.3640 3.2417
H -3.0488 1.2415 1.8108
H -4.3438 -2.8382 2.1078
H -3.5291 -3.7090 -0.1170
H -1.7939 -5.5339 -0.1109
H 0.9267 -5.8318 -0.4125
H 1.8338 -3.2542 -0.4026
H -4.4895 -3.0401 -2.3747
H -3.8560 -1.4781 -4.5529
H -1.5892 -0.1906 -3.7415

HOMO energy ... -6.982 eV
DFT total energy ... -122231.1637 eV
Total charge ... 0
LUMO energy ... -1.5 eV

Results of the Mulliken charge analysis, in e, for atoms 1 through 2: number 1, Y, carries 0.908; number 2, Cl, carries -0.219

No. 3
The following is a DFT calculation (ωB97M-V/def2-TZVPD) of a structure of composition C53H37Cl2F8N2O6PS2V.

Element x y z (Å)
V 0.2496 0.9419 0.6681
Cl -1.9356 2.3991 -2.9665
C -1.9031 3.7593 -1.8292
Cl -0.3190 3.9799 -1.0786
H -2.5952 3.5271 -1.0304
H -2.1513 4.6609 -2.3775
O -2.7333 -1.2619 -2.0824
S -2.2603 -1.0729 -0.7224
O -3.2649 -0.6668 0.2349
O -1.0204 -0.2851 -0.6856
C -1.7512 -2.7182 -0.1994
C -2.4901 -3.3050 0.8191
C -2.2077 -4.5911 1.2489
C -1.1788 -5.3007 0.6505
C -0.4368 -4.7146 -0.3639
C -0.7006 -3.4172 -0.8034
P 0.3031 -2.6311 -2.1382
C 1.6583 -3.8622 -2.3265
C 1.8892 -4.6095 -3.4793
C 2.9833 -5.4644 -3.5666
C 3.8537 -5.5985 -2.4961
C 3.6308 -4.8580 -1.3410
C 2.5567 -3.9873 -1.2623
C -0.6997 -3.0296 -3.6236
C -1.7427 -3.9505 -3.6584
C -2.4384 -4.1825 -4.8353
C -2.1005 -3.5015 -5.9971
C -1.0690 -2.5743 -5.9722
C -0.3841 -2.3359 -4.7892
H -3.2733 -2.7187 1.2791
H -2.7832 -5.0274 2.0565
H -0.9359 -6.3057 0.9754
H 0.3683 -5.2840 -0.8085
H 1.2141 -4.5275 -4.3216
H 3.1452 -6.0320 -4.4761
H 4.6982 -6.2751 -2.5587
H 4.3045 -4.9462 -0.4966
H 2.4015 -3.3967 -0.3658
H -2.0233 -4.4705 -2.7511
H -3.2589 -4.8902 -4.8402
H -2.6502 -3.6831 -6.9132
H -0.8088 -2.0222 -6.8678
H 0.4057 -1.5934 -4.7634
F -0.1759 3.8759 2.3754
C 1.1544 3.6663 2.1748
C 1.5930 2.5476 1.4939
C 2.9667 2.4988 1.3569
F 3.5553 1.4793 0.6738
C 3.8482 3.4458 1.8514
F 5.1852 3.3420 1.6748
C 3.3449 4.5324 2.5414
F 4.1798 5.4701 3.0428
C 1.9784 4.6469 2.7076
F 1.4838 5.7111 3.3791
O -2.3594 2.3143 0.5901
C -2.2729 1.8702 1.7260
N -3.2206 2.0927 2.7126
C -2.6934 1.6643 3.9887
C -1.3800 0.9475 3.5220
O -0.6618 0.3664 4.3128
N -1.2314 1.1260 2.1974
C -3.5804 0.6570 4.6966
C -3.3237 0.3195 6.0232
C -4.0929 -0.6371 6.6662
C -5.1282 -1.2727 5.9925
C -5.3771 -0.9512 4.6666
C -4.6047 0.0050 4.0195
C -2.3901 2.8683 4.8751
C -1.0988 3.2566 5.2101
C -0.8874 4.4047 5.9644
C -1.9570 5.1706 6.3994
C -3.2520 4.7830 6.0776
C -3.4615 3.6399 5.3240
H -3.7802 2.9240 2.6222
H -2.5064 0.8022 6.5432
H -3.8765 -0.8948 7.6964
H -5.7263 -2.0235 6.4956
H -6.1662 -1.4542 4.1205
H -4.7693 0.2340 2.9745
H -0.2594 2.6625 4.8743
H 0.1264 4.7064 6.1967
H -1.7839 6.0688 6.9803
H -4.0979 5.3711 6.4140
H -4.4746 3.3303 5.0874
F 2.1685 -1.4723 0.6174
C 1.3217 -0.7732 1.5278
F 2.1702 -0.5745 2.5899
F 0.4958 -1.7884 1.9612
O 1.4640 0.9035 -1.1716
S 1.2927 0.7858 -2.6434
C 2.6668 -0.2555 -3.1422
C 3.4922 -0.7687 -2.1585
C 4.4990 -1.6481 -2.5392
C 4.6595 -2.0069 -3.8687
C 3.8206 -1.4781 -4.8427
C 2.8154 -0.5958 -4.4793
C 1.9820 2.3284 -3.2559
C 2.8780 3.0143 -2.4486
C 3.3599 4.2390 -2.8793
C 2.9476 4.7624 -4.1006
C 2.0461 4.0685 -4.8931
C 1.5481 2.8435 -4.4646
H 3.3136 -0.5123 -1.1204
H 5.1389 -2.0771 -1.7788
H 5.4308 -2.7146 -4.1473
H 3.9385 -1.7643 -5.8807
H 2.1481 -0.1815 -5.2276
H 3.1526 2.5985 -1.4863
H 4.0477 4.7931 -2.2531
H 3.3187 5.7272 -4.4247
H 1.7072 4.4895 -5.8318
H 0.8034 2.3128 -5.0447

Spin multiplicity ... 4
Energy above the lowest of the compared OMol25 structures with the same formula, charge and spin ... 0.00 kcal/mol
HOMO energy (spin up / spin down) ... -1.379 / -3.344 eV
DFT total energy ... -174262.9283 eV
Total charge ... -2
LUMO energy (spin up / spin down) ... 3.8 / 3.8 eV

Results of the Mulliken charge analysis, in e, for atoms 1 through 2: number 1, V, carries 0.447; number 2, Cl, carries -0.158